Entry 1
ORCA calculation (ωB97M-V/def2-TZVPD) on C4H11NO2 as an isolated structure.

Atoms and positions in Å:
O1 0.75 2.99 -0.18
C1 -0.24 3.49 0.52
O2 -1.34 2.89 0.65
H1 -0.01 4.49 0.97
C2 0.45 -0.28 -0.06
C3 -0.35 -1.62 -0.20
C4 0.31 -2.83 0.52
N1 -0.19 0.77 -0.85
H2 0.53 0.02 0.98
H3 1.44 -0.49 -0.44
H4 -0.37 -1.93 -1.27
H5 -1.37 -1.47 0.18
H6 1.28 -3.08 0.07
H7 0.59 -2.57 1.57
H8 -0.35 -3.70 0.50
H9 -0.07 0.58 -1.85
H10 -1.17 0.76 -0.59
H11 0.11 1.99 -0.52

The charge is +1. As for the spin multiplicity: 2. The calculation puts the HOMO energy (spin up / spin down) at -0.56470 / -0.56319 hartree. The expectation value of S² is 0.756. The calculation puts the HOMO-LUMO gap (spin up / spin down) at 10.98 / 5.82 eV. The value obtained for the LUMO energy (spin up / spin down) is -4.388 / -9.506 eV.



Entry 2
ORCA calculation (ωB97M-V/def2-TZVPD) on a 2-piece molecular cluster, C4H11NO2 overall.

Atoms and positions in Å:
C1 3.15 1.56 -0.50
C2 1.78 2.21 -0.70
N1 3.03 0.19 -0.07
H1 3.67 1.72 -1.45
H2 3.57 2.07 0.38
H3 1.92 3.04 -1.39
H4 1.14 2.40 0.15
H5 -1.80 -1.63 2.17
H6 2.25 -0.35 -0.45
H7 3.94 -0.23 0.12
H8 1.15 1.53 -1.31
C3 -2.41 -0.13 -0.74
C4 -2.16 -1.12 0.35
O1 -2.17 -2.31 0.10
O2 -1.82 -0.84 1.62
H9 -2.79 0.78 -0.28
H10 -3.18 -0.44 -1.44
H11 -1.47 -0.07 -1.28

The charge is +1. As for the spin multiplicity: 2. The calculation puts the HOMO energy (spin up / spin down) at -0.46517 / -0.46517 hartree. The expectation value of S² is 0.754. The calculation puts the HOMO-LUMO gap (spin up / spin down) at 8.86 / 3.56 eV. The value obtained for the LUMO energy (spin up / spin down) is -3.802 / -9.099 eV.



Of them, entry 2 has the highest stability.



Entry 1
ORCA calculation (ωB97M-V/def2-TZVPD) on a 2-piece molecular cluster, C4H11NO2 overall.

Atoms and positions in Å:
C1 -1.61 -0.22 -1.31
C2 -0.24 0.23 -0.75
N1 0.45 -0.50 0.23
C3 0.35 -1.95 0.43
C4 0.82 -2.46 1.78
O1 0.26 1.24 -1.20
H1 -1.45 -1.14 -1.88
H2 -1.76 0.57 -2.04
H3 -2.42 -0.24 -0.60
H4 1.02 0.02 0.91
H5 -0.74 -2.02 0.32
H6 0.86 -2.40 -0.43
H7 0.12 -2.28 2.60
H8 0.91 -3.53 1.67
H9 1.78 -2.02 2.08
H10 0.44 2.56 -0.01
H11 -0.11 3.87 -0.18
O2 0.06 3.26 0.54

The charge is +1. As for the spin multiplicity: 2. The calculation puts the HOMO energy (spin up / spin down) at -0.53572 / -0.53296 hartree. The expectation value of S² is 0.768. The calculation puts the HOMO-LUMO gap (spin up / spin down) at 10.44 / 5.43 eV. The value obtained for the LUMO energy (spin up / spin down) is -4.136 / -9.072 eV.



Entry 2
ORCA calculation (ωB97M-V/def2-TZVPD) on an isolated ion of composition C4H11NO2 and charge +1.

Atoms and positions in Å:
C1 0.28 1.06 1.62
O1 1.27 2.08 1.52
C2 0.46 0.26 0.22
C3 -0.24 -1.08 0.30
C4 -0.19 -1.84 -1.04
O2 -1.37 -1.66 -1.83
N1 -0.02 1.06 -0.84
H1 0.62 0.37 2.39
H2 -0.67 1.53 1.84
H3 1.03 2.89 1.92
H4 1.55 0.34 0.08
H5 -1.28 -1.11 0.66
H6 0.35 -1.69 0.99
H7 0.00 -2.90 -0.91
H8 0.67 -1.49 -1.62
H9 0.23 2.04 -0.76
H10 -2.02 -1.19 -1.29
H11 -0.81 0.77 -1.40

The charge is +1. As for the spin multiplicity: 2. The calculation puts the HOMO energy (spin up / spin down) at -0.53345 / -0.53313 hartree. The expectation value of S² is 0.755. The calculation puts the HOMO-LUMO gap (spin up / spin down) at 11.30 / 6.29 eV. The value obtained for the LUMO energy (spin up / spin down) is -3.218 / -8.218 eV.



Of them, entry 1 has the highest stability.